# 1
61
Properties=species:S:1:pos:R:3:forces:R:3 method="wB97M-V/def2-TZVPD" gap_ev="5.63 / 5.63" max_force_ev_per_a=5.2 total_charge=+2 homo_energy_ev="-14.51 / -14.52" e_tot_ev=-59802.6342 multiplicity=1
Mo 0.171764 0.190210 0.006301 -2.0 -1.6 1.9
P -1.061056 1.912976 -1.235537 -2.3 0.0 -0.5
P 1.855524 -1.895739 0.170437 0.4 -0.7 0.3
N -1.111090 -1.012094 -0.366199 1.2 1.8 0.9
H 0.890421 1.508049 -0.710106 1.2 -0.1 -1.6
C -0.785585 1.955093 -3.028646 0.6 -0.3 0.1
H -1.253768 2.857478 -3.436724 0.0 -0.2 0.1
H -1.193060 1.052716 -3.501494 0.0 0.3 0.2
H 0.286511 1.981499 -3.219917 -0.4 0.1 -0.3
C -1.078027 3.629736 -0.660534 0.8 0.0 0.4
H -1.832787 4.186042 -1.228856 0.2 -0.2 0.0
H -0.088221 4.075132 -0.800644 -0.2 0.1 0.1
H -1.337330 3.647803 0.405173 0.1 0.1 -0.3
C -2.869589 1.560482 -1.213594 0.2 -0.2 0.2
H -3.392381 2.481547 -1.518106 0.1 -0.4 0.1
H -3.180768 1.274112 -0.200146 -0.1 0.1 -0.3
H -3.106510 0.749066 -1.917994 0.0 0.2 0.3
C 2.785728 -2.998456 -0.972802 0.2 0.7 -0.5
H 3.141026 -3.883261 -0.428783 -0.1 0.4 0.1
H 3.626039 -2.469827 -1.429269 -0.2 -0.1 0.0
H 2.102744 -3.342283 -1.762570 0.2 0.2 0.2
C 2.900609 -1.419995 1.605954 0.2 0.2 -0.3
H 3.537980 -2.254624 1.923506 -0.2 0.1 -0.1
H 2.232588 -1.147038 2.432340 0.1 -0.1 -0.1
H 3.522427 -0.553641 1.355680 -0.1 -0.3 0.1
C 0.874593 -3.245400 0.927005 -0.4 0.6 0.0
H 1.565986 -4.035696 1.246698 -0.2 0.2 0.0
H 0.178203 -3.632674 0.174543 0.1 -0.1 0.2
H 0.314725 -2.843959 1.773574 0.0 -0.4 -0.1
C -2.146951 -1.853662 -0.612472 0.3 0.2 -0.9
C -3.262951 -3.328652 -2.138510 -0.1 -0.2 -0.1
C -2.224844 -2.453654 -1.893504 -0.1 0.2 0.1
C -3.129955 -2.065706 0.376701 0.5 -0.1 -0.2
C -4.125872 -2.978035 0.115673 -0.3 0.0 0.0
C -4.203559 -3.601684 -1.130335 0.0 -0.3 -0.4
H -3.335389 -3.806780 -3.115803 -0.1 0.1 0.3
H -1.475019 -2.187158 -2.655277 -0.4 -0.3 0.5
H -3.080035 -1.496051 1.297812 0.0 -0.3 0.0
H -4.849385 -3.200340 0.890776 -0.1 0.0 -0.2
H -5.008175 -4.321062 -1.340041 0.4 0.4 0.2
C 3.386592 1.254802 -1.376052 -4.2 -2.9 0.9
O 3.184089 -0.000845 -1.349640 1.6 3.3 0.0
C 2.883999 1.980240 -2.592141 0.8 0.1 -0.4
H 3.380384 2.926353 -2.715931 0.1 0.5 -0.2
H 1.794574 2.150961 -2.628875 0.8 0.0 1.0
H 3.041538 1.351691 -3.447523 0.4 -0.3 -0.6
C 3.530920 2.011425 -0.068073 0.7 -0.2 0.0
H 4.549650 1.840535 0.219475 0.8 -0.1 0.5
H 2.922091 1.663373 0.786709 0.1 -0.3 -0.7
H 3.431210 3.086976 -0.099919 -0.2 0.2 -0.5
F -0.953388 -1.279428 2.543078 0.5 1.8 0.1
C -0.585894 0.006488 2.878857 -0.3 -0.6 -0.3
C 0.071742 0.872056 1.960813 -0.8 -0.9 -0.1
C 0.452704 2.139600 2.455151 0.1 1.0 -0.3
F 0.984067 3.103569 1.630650 -0.4 -1.4 0.7
C 0.208922 2.523675 3.767889 0.3 0.8 0.4
F 0.619079 3.726924 4.241209 -0.6 -1.6 -0.7
C -0.501609 1.645714 4.605275 0.1 0.7 1.4
F -0.755505 2.016083 5.871886 0.3 -0.5 -1.7
C -0.908391 0.390494 4.152268 -0.8 -0.8 1.3
F -1.591338 -0.445153 4.980584 0.9 1.1 -1.0

# 2
19
Properties=species:S:1:pos:R:3:forces:R:3 method="wB97M-V/def2-TZVPD" gap_ev=9.76 relative_energy_kj_mol=232.2 max_force_ev_per_a=2.7 total_charge=0 homo_energy_ev=-8.89 e_tot_ev=-8461.9469 multiplicity=1
C 0.481470 3.020639 -0.905825 0.5 -0.4 -1.1
C 1.605903 2.293648 -0.817749 -1.3 0.5 0.8
C 1.782785 1.291061 0.290404 0.0 -2.7 -0.1
C 0.673055 0.244840 0.416345 -1.1 1.1 -0.2
C 0.053813 -0.168667 1.519041 -0.7 0.0 0.0
C -1.091026 -1.174518 1.446415 0.7 0.0 -0.4
H 0.516725 3.885640 -1.557118 -0.4 -0.2 -0.4
H -0.497745 2.677720 -0.585692 0.3 0.4 1.0
H 2.325383 2.442159 -1.619112 0.6 0.2 0.8
H 1.918318 1.630429 1.317434 0.2 0.9 -0.3
H 2.644686 0.637739 0.097257 0.3 0.5 -0.1
H 0.165996 -0.029018 -0.517200 0.6 -0.4 0.0
H 0.214237 0.230070 2.518997 0.6 0.0 -0.2
H -0.719313 -2.049390 0.901895 -0.3 -0.1 0.2
H -1.919590 -0.769959 0.866042 -0.2 0.0 0.1
H -1.432850 -1.482125 2.434481 0.0 0.0 -0.1
O -2.052988 -3.884945 -2.008324 -0.1 -0.3 0.0
H -2.467502 -4.170427 -1.186206 0.1 0.1 0.0
H -2.201363 -4.624891 -2.611086 0.1 0.2 0.1

# 3
98
Properties=species:S:1:pos:R:3:forces:R:3 method="wB97M-V/def2-TZVPD" gap_ev=9.60 relative_energy_kj_mol=669.8 max_force_ev_per_a=7.8 total_charge=0 homo_energy_ev=-9.75 e_tot_ev=-56125.8103 multiplicity=1
N 7.783544 -2.486115 -3.552629 2.2 -4.0 -1.9
C 6.992174 -1.569565 -3.091889 1.0 -2.0 0.4
N 7.356564 -0.420715 -3.451489 1.3 7.4 -2.2
O 6.171454 -1.791175 -2.294649 -4.7 -1.1 4.1
H 7.567224 -3.425505 -3.251209 0.3 0.0 -0.6
H 8.416124 -2.258175 -4.306279 0.0 -0.8 0.3
H 7.024684 0.363245 -2.908029 0.0 0.0 -0.6
H 7.925664 -0.292685 -4.276009 -0.1 0.4 0.5
N 5.870094 3.229215 2.533801 5.1 -3.3 -4.2
C 5.326664 3.952645 3.434831 -0.1 2.6 2.4
N 4.083014 3.555105 3.459591 -3.9 0.5 2.1
O 5.819284 4.842135 4.111451 0.0 0.2 -0.1
H 5.527994 2.279295 2.506941 0.5 0.1 -0.4
H 6.860994 3.334555 2.369141 -0.1 -0.1 0.1
H 3.538114 4.140195 4.076721 -0.8 -0.7 -0.3
H 3.781104 2.878705 2.772971 -0.8 0.7 0.5
N 7.818654 -3.041855 5.328111 1.7 -0.6 6.5
C 7.870694 -3.254745 4.064681 0.7 -0.8 -0.1
N 6.943514 -2.562125 3.501771 -2.8 2.0 -5.0
O 8.666944 -3.991545 3.539641 1.0 -0.8 -1.1
H 8.582924 -3.505405 5.798341 -0.3 0.2 0.5
H 7.356204 -2.293455 5.824241 0.1 -0.2 -0.5
H 7.025404 -2.691065 2.503391 -0.9 0.5 -0.2
H 6.107944 -2.183745 3.924561 0.4 -0.3 -0.1
N -0.151876 -3.374715 -7.156919 2.5 -5.5 -0.3
C -0.671276 -2.205285 -7.320609 -2.0 0.6 -0.9
N -0.735686 -1.561575 -6.177369 -0.1 2.1 1.9
O -1.185636 -1.862525 -8.355449 -0.4 1.1 -1.5
H -0.259116 -4.055005 -7.895699 0.1 0.4 0.0
H 0.104304 -3.791315 -6.273219 -0.1 0.4 -0.1
H -0.138296 -1.942715 -5.457679 -0.4 1.0 0.3
H -1.090186 -0.618975 -6.254479 0.4 -0.1 0.7
C -0.798156 -6.358955 -1.419429 0.3 0.9 -0.2
C 0.272694 -5.318825 -0.934129 -1.9 1.1 -0.9
C 1.139804 -5.742195 0.134511 2.9 -1.5 1.9
O 0.983364 -4.690985 -2.000869 -0.7 -0.5 -1.1
H -0.587136 -6.996465 -2.277999 0.8 -0.4 0.5
H -1.692936 -5.862125 -1.794439 0.0 0.5 0.3
H -1.106376 -6.884225 -0.515449 0.0 -0.4 -0.3
H -0.338816 -4.561895 -0.443009 -0.4 0.4 -0.3
H 1.621194 -4.937835 0.690721 -0.4 0.5 -0.1
H 2.026034 -6.267705 -0.221179 0.0 -0.5 -0.4
H 0.724804 -6.391055 0.905791 -0.5 0.0 -0.2
H 1.816234 -4.253125 -1.810569 -0.1 -0.3 0.8
C -3.524936 6.592715 -7.306749 -1.1 1.0 0.6
C -2.603256 6.176365 -6.196559 -0.1 -0.3 0.6
C -3.120966 6.425425 -4.725899 0.1 -0.3 -2.7
O -2.417706 4.773105 -6.310229 0.4 -0.5 0.3
H -3.977496 7.549685 -7.046959 0.2 0.4 -0.3
H -4.399896 5.944995 -7.361389 0.2 -0.4 -0.2
H -3.003536 6.694045 -8.258569 -0.2 -0.2 0.0
H -1.657376 6.669825 -6.419989 0.3 0.2 0.6
H -2.381956 6.019835 -4.034889 -0.3 0.4 0.2
H -4.058536 5.869835 -4.706319 0.0 -0.1 0.5
H -3.367146 7.485385 -4.662919 0.3 0.0 0.6
H -2.325016 4.578205 -7.245649 0.1 -0.2 -0.1
C -3.849426 -3.956585 4.498231 -0.9 -0.2 1.2
C -4.645016 -3.439905 5.744331 -0.3 0.1 -0.4
C -6.048136 -4.048685 6.055821 0.5 -0.7 -1.6
O -3.769456 -3.513405 6.848381 0.1 -0.3 0.4
H -3.296726 -4.875505 4.693731 -0.1 -0.1 0.3
H -3.107306 -3.190555 4.273411 -0.2 -0.1 -0.4
H -4.550026 -4.187035 3.695631 0.2 0.4 -0.3
H -4.803506 -2.382805 5.530991 -0.3 0.3 -0.1
H -6.018876 -5.138095 6.076721 0.3 -0.1 0.4
H -6.675206 -3.874915 5.181361 -0.1 0.3 -0.1
H -6.630956 -3.699545 6.908181 0.6 0.3 0.2
H -4.287986 -3.234855 7.606761 0.2 0.0 0.3
C 0.068154 1.011845 0.671121 0.5 0.6 -0.3
O 1.334564 0.314745 0.605581 -1.0 0.4 0.2
H -0.857506 0.453155 0.532781 0.3 -0.8 0.5
H 0.077474 1.562245 1.611901 -0.1 -0.4 0.1
H -0.070106 1.789825 -0.079699 0.7 0.2 -0.4
H 1.476774 -0.098895 -0.248989 -0.3 0.1 -0.1
C -5.015866 3.984445 2.369301 0.4 -0.6 0.4
O -6.207966 3.591325 2.986921 -1.3 -0.3 0.1
H -4.785376 4.981425 2.744821 0.7 0.1 -0.5
H -4.306336 3.212575 2.667441 0.9 0.5 -0.1
H -5.084196 3.916495 1.283571 -0.3 0.4 0.1
H -5.971466 3.417755 3.901001 -0.3 -0.1 0.1
C 4.290024 4.520695 -4.013399 0.5 -0.3 -0.3
O 4.963244 4.556335 -5.238839 0.8 0.1 -1.2
H 4.090484 3.453115 -3.920869 -0.7 0.2 0.5
H 4.976394 4.792555 -3.211479 -0.3 0.2 0.3
H 3.425334 5.179465 -4.093519 -0.3 -0.3 0.6
H 5.266274 5.445635 -5.436109 0.0 0.0 0.1
C -3.398956 2.816265 7.663721 -0.1 0.4 1.0
O -4.812886 2.780485 7.496981 0.1 0.0 -0.4
H -3.125806 3.406845 8.538191 -0.1 0.0 0.3
H -3.030166 1.807285 7.848251 0.1 0.0 -0.4
H -2.878196 3.331945 6.856881 -0.3 -0.4 -0.4
H -5.254676 3.236385 8.217111 0.2 0.0 0.0
C -6.733936 -1.086715 0.157751 0.5 -0.1 0.0
O -7.384036 -2.270945 -0.309919 0.2 0.8 -0.3
H -5.879336 -0.864935 -0.481459 0.4 -0.1 0.1
H -7.337426 -0.181555 0.090111 -0.5 -0.1 0.4
H -6.378306 -1.282785 1.169271 -0.2 0.3 0.0
H -7.285676 -2.144235 -1.256429 -0.5 -0.7 -0.2